1.
Here is C6H5IO2 as an isolated structure at a distorted geometry from the OMol25 dataset. Energies are from ωB97M-V with the def2-TZVPD basis set.

XYZ file:
```
14
Properties=species:S:1:pos:R:3:forces:R:3
C 1.994 0.228 -0.035 3.17 -1.27 1.37
C 1.572 -1.118 0.080 0.22 1.48 1.12
C 1.111 1.208 -0.277 0.94 0.59 -1.05
C 0.250 -1.403 0.062 -2.77 -0.09 -1.11
C -0.220 0.939 -0.237 -2.45 2.33 -0.29
C -0.746 -0.290 -0.127 2.56 -2.74 1.42
O -2.031 -0.582 -0.068 -2.78 -0.04 0.05
O -2.991 0.545 0.670 3.92 -0.67 0.23
I -4.754 0.437 0.064 -1.66 -0.39 -0.85
H 3.061 0.516 0.280 -1.50 -0.63 -1.19
H 2.223 -1.879 0.464 0.51 -0.32 -0.47
H 1.489 2.115 -0.715 -0.14 0.78 0.82
H -0.025 -2.486 0.027 -0.28 1.22 0.41
H -0.935 1.771 -0.189 0.27 -0.25 -0.47
```
Forces are in eV/Å.

Values from the calculation:
Total charge: 0
2S+1: 1
Relative energy (zero: lowest compared OMol25 entry of this formula, charge and spin), kJ/mol: 367.7
Kohn-Sham gap (alpha / beta), eV: 7.33 / 7.32

=====

2.
Here is a 2-piece molecular cluster, C21H21Br2F8N2O overall from the OMol25 dataset. Energies are from ωB97M-V with the def2-TZVPD basis set.

XYZ file:
```
55
Properties=species:S:1:pos:R:3:forces:R:3
C -2.304 -0.374 -1.120 0.09 -0.12 -0.06
C -2.565 -0.780 0.300 -0.04 0.07 0.17
Br -4.135 -0.058 1.037 0.05 0.01 0.00
C -1.743 -1.521 1.048 -0.01 0.00 -0.27
Br -1.987 -1.905 2.873 -0.03 -0.04 0.08
C -0.505 -2.090 0.479 0.03 -0.05 0.07
N -0.626 -3.211 -0.273 0.18 0.00 -0.15
C 0.371 -3.813 -0.939 -0.04 0.07 0.10
C 0.040 -4.976 -1.823 -0.28 0.07 0.01
C 0.432 -4.699 -3.284 -0.01 -0.03 -0.10
C -0.174 -3.399 -3.757 -0.06 -0.04 -0.04
C 0.605 -2.267 -3.964 0.10 -0.08 0.09
C 0.030 -1.064 -4.352 0.08 -0.01 0.02
C -1.341 -0.981 -4.542 0.09 0.08 -0.06
C -2.128 -2.107 -4.344 -0.11 0.12 -0.07
C -1.551 -3.303 -3.954 -0.02 -0.07 0.06
C 1.638 -3.269 -0.798 0.09 0.05 0.17
C 1.834 -2.171 0.017 -0.22 0.07 -0.03
C 0.756 -1.545 0.666 0.20 0.03 -0.06
N 0.973 -0.421 1.472 -0.38 -0.06 -0.29
H -1.817 0.604 -1.129 -0.07 0.02 0.00
H -3.240 -0.290 -1.669 0.03 0.00 0.01
H -1.659 -1.075 -1.654 0.00 0.03 0.09
H -1.562 -3.587 -0.378 -0.01 0.02 -0.01
H 0.498 -5.886 -1.431 0.09 0.01 -0.08
H -1.044 -5.124 -1.805 0.05 -0.09 0.13
H 0.058 -5.525 -3.891 0.05 -0.02 0.02
H 1.517 -4.690 -3.405 -0.02 0.06 0.04
H 1.680 -2.330 -3.833 -0.02 0.02 -0.02
H 0.671 -0.207 -4.515 -0.10 0.04 -0.03
H -1.787 -0.049 -4.864 -0.02 -0.01 0.02
H -3.196 -2.049 -4.515 0.00 -0.04 0.01
H -2.185 -4.176 -3.824 0.06 -0.02 -0.01
H 2.470 -3.730 -1.314 -0.04 0.02 0.03
H 2.825 -1.757 0.165 -0.01 -0.04 -0.04
H 1.212 0.397 0.919 0.24 -0.05 0.08
H 0.152 -0.179 2.015 0.07 0.01 0.04
C 0.574 3.590 4.206 -0.03 -0.29 0.45
C 0.314 3.262 2.731 -0.09 0.20 -0.11
C 1.529 3.186 1.802 0.09 -0.06 0.10
F 2.118 4.378 1.659 -0.06 0.04 -0.08
F 1.106 2.759 0.577 0.03 -0.02 -0.04
F -0.626 4.068 2.216 0.07 0.00 -0.02
F -0.192 1.979 2.702 -0.04 -0.08 0.16
O 0.345 4.921 4.601 -0.12 0.19 -0.49
C 1.337 5.868 4.563 -0.02 -0.08 0.22
C 0.936 7.065 3.691 -0.03 0.03 0.01
F 0.690 6.652 2.430 0.03 -0.04 -0.02
F 1.960 7.940 3.666 -0.02 0.00 -0.01
F 2.515 5.350 4.170 0.00 0.01 -0.03
F 1.496 6.341 5.815 0.11 -0.03 0.06
H -0.171 3.012 4.753 0.00 0.00 0.00
H 1.556 3.232 4.519 0.04 0.03 -0.13
H 2.253 2.459 2.184 0.02 0.04 0.02
H 0.045 7.546 4.099 0.00 0.01 -0.01
```
Forces are in eV/Å.

Values from the calculation:
Total charge: +1
2S+1: 1
Kohn-Sham gap, eV: 8.32

=====

3.
Here is a 2-piece molecular cluster, C3H7OS overall at a distorted geometry from the OMol25 dataset. Energies are from ωB97M-V with the def2-TZVPD basis set.

XYZ file:
```
12
Properties=species:S:1:pos:R:3:forces:R:3
O -2.912 1.319 1.652 -0.28 0.08 0.02
C -2.587 0.812 0.613 0.57 -0.32 -0.76
H -1.789 0.058 0.485 0.09 -0.06 0.54
H -3.014 1.100 -0.379 -0.34 0.31 0.29
C 1.779 -0.121 -2.025 -0.27 -0.12 0.35
C 1.575 -1.133 -0.883 -0.03 0.70 -0.03
S 0.827 -0.368 0.596 0.01 -0.04 -0.03
H 0.799 0.119 -2.438 0.01 0.04 -0.22
H 2.187 0.820 -1.656 0.16 -0.06 0.12
H 2.437 -0.521 -2.798 0.00 -0.02 -0.26
H 0.878 -1.889 -1.245 0.27 -0.35 -0.04
H 2.548 -1.576 -0.642 -0.19 -0.18 0.03
```
Forces are in eV/Å.

Values from the calculation:
Total charge: -1
2S+1: 1
Relative energy (zero: lowest compared OMol25 entry of this formula, charge and spin), kJ/mol: 108.2
Kohn-Sham gap, eV: 6.49

=====

4.
Here is a 3-piece molecular cluster, C4H13NO2 overall at a distorted geometry from the OMol25 dataset. Energies are from ωB97M-V with the def2-TZVPD basis set.

XYZ file:
```
20
Properties=species:S:1:pos:R:3:forces:R:3
C 0.498 -0.170 1.713 0.61 0.00 -0.61
O 1.695 -0.306 1.033 -0.63 0.19 0.20
C -0.750 -0.306 0.790 0.14 0.27 2.00
C -1.103 1.060 0.106 -0.28 -0.07 -0.93
C -0.171 1.424 -1.058 -0.23 -0.29 -0.09
N -0.345 0.440 -2.137 0.31 -0.31 0.56
H 0.455 0.798 2.215 -0.05 0.11 0.17
H 0.484 -0.898 2.547 -0.33 -0.68 0.24
H -0.443 -2.022 1.229 0.75 1.59 -1.31
H -1.630 -0.570 1.407 0.08 0.05 -0.15
H -0.543 -1.037 -0.002 -0.09 -0.52 -0.65
H -1.147 1.890 0.829 0.21 -0.59 0.25
H -2.102 0.937 -0.301 -0.21 0.14 -0.15
H -0.447 2.407 -1.477 0.10 -0.24 0.45
H 0.852 1.445 -0.674 0.04 0.25 -0.12
H 0.244 -0.375 -1.921 -0.27 0.33 -0.43
H -0.061 0.843 -3.018 0.14 -0.16 -0.06
H 1.862 -2.508 -0.978 0.01 -0.10 0.17
H 1.503 -1.083 0.321 0.81 0.41 0.00
O 1.149 -1.966 -0.624 -1.12 -0.37 0.47
```
Forces are in eV/Å.

Values from the calculation:
Total charge: 0
2S+1: 1
Relative energy (zero: lowest compared OMol25 entry of this formula, charge and spin), kJ/mol: 676.1
Kohn-Sham gap, eV: 5.81